No. 1
Density functional theory data (wB97M-V/def2-TZVPD) for a cluster of 2 separate species, C4H13N2O2 in total.

CARTESIAN COORDINATES (ANGSTROEM)
O: -1.239 -4.138 -0.885
O: -1.017 1.184 1.194
N: -1.169 -0.459 -0.323
N: 0.351 3.023 1.403
C: -0.103 0.065 -1.257
C: 1.240 0.142 -0.561
C: 1.326 0.819 0.824
C: 0.152 1.691 1.153
H: 1.332 0.018 1.593
H: -0.818 -4.953 -1.119
H: 1.950 0.548 -1.311
H: -2.132 -0.080 -0.548
H: -0.348 1.057 -1.435
H: -0.960 -0.027 0.605
H: 0.059 -0.583 -2.048
H: -2.026 -4.419 -0.378
H: 1.586 -0.868 -0.409
H: 1.240 3.456 1.342
H: -0.425 3.624 1.551
H: 2.215 1.375 0.890
H: -1.213 -1.473 -0.279

HOMO level (spin up / spin down)	-2.637 / -8.905	eV
2S+1	2
Kohn-Sham gap (spin up / spin down)	3.11 / 9.26	eV
expectation value of S²	0.753

From a Löwdin analysis of the wavefunction, the atomic charges in e read: number 1, O, carries -0.0719; number 2, O, carries -0.1116; number 3, N, carries 0.1335; number 4, N, carries 0.1074; number 5, C, carries -0.1649; number 6, C, carries -0.2104; number 7, C, carries -0.1779; number 8, C, carries -0.5725; number 9, H, carries 0.0933; number 10, H, carries 0.0191; number 11, H, carries 0.1156; number 12, H, carries 0.1733; number 13, H, carries 0.1017; number 14, H, carries -0.0078; number 15, H, carries 0.0941; number 16, H, carries 0.0497; number 17, H, carries 0.0848; number 18, H, carries 0.0669; number 19, H, carries 0.0736; number 20, H, carries 0.0797; number 21, H, carries 0.1241

---

No. 2
Density functional theory data (wB97M-V/def2-TZVPD) for a structure of composition C26H35F8NO25SSi2.

CARTESIAN COORDINATES (ANGSTROEM)
S: -3.021 -6.825 -3.401
Si: -5.574 -2.985 -3.893
Si: -4.667 -5.645 -4.075
F: 1.909 5.008 6.514
F: 6.769 1.989 0.181
F: 0.427 -7.102 -0.723
F: -2.839 5.851 -3.757
F: 2.260 0.795 5.533
F: -7.195 -7.418 -1.694
F: 4.288 -1.186 6.719
F: 1.196 1.682 0.547
O: -7.275 -5.774 1.331
O: 7.629 1.549 7.773
O: -1.454 7.002 -5.120
O: 1.772 -2.892 -0.402
O: 3.655 3.895 5.596
O: 0.787 0.534 3.827
O: 5.696 0.425 7.454
O: -8.308 -5.756 -0.645
O: -0.474 2.348 4.122
O: 0.033 0.397 -2.444
O: 1.111 -5.026 -0.152
O: 5.248 3.357 4.097
O: 4.079 3.808 -0.976
O: -4.477 -4.149 -3.398
O: -1.123 0.789 2.640
O: 0.460 5.923 -4.753
O: 0.425 -3.869 -1.926
O: 4.433 5.454 4.207
O: -9.132 -4.526 1.064
O: 5.106 1.869 -1.343
O: 0.479 7.838 -5.939
O: -1.298 2.088 -3.098
O: 7.360 0.197 5.992
O: 3.124 2.285 -2.331
O: -0.336 2.101 -1.063
N: -3.648 -1.662 -5.429
C: -3.534 -0.452 -4.618
C: 5.129 -0.205 6.316
C: 3.337 6.055 4.911
C: 1.164 -3.830 -0.795
C: -0.539 5.246 -3.976
C: 0.074 -5.795 -0.734
C: 3.197 5.140 6.111
C: -1.817 5.720 -4.634
C: 4.527 4.160 4.583
C: -0.352 1.182 3.447
C: 0.543 2.393 5.129
C: -0.598 1.573 -2.286
C: -7.047 -6.352 -0.871
C: 6.073 2.705 -0.729
C: 1.578 1.450 4.563
C: -6.624 -6.761 0.525
C: -8.326 -5.273 0.634
C: 6.968 0.800 7.139
C: 5.212 3.778 -0.096
C: -5.022 -2.175 -5.487
C: 6.352 -0.745 5.605
C: 0.286 1.094 -0.282
C: 0.931 0.215 -1.332
C: -0.105 7.008 -5.331
C: 4.008 2.624 -1.618
C: -0.006 -5.227 -2.133
H: -3.862 -0.634 -3.598
H: -7.009 -7.751 0.773
H: -2.186 -6.637 -4.421
H: 1.919 0.565 -1.623
H: -6.387 -5.624 -1.347
H: -1.007 -5.266 -2.552
H: 6.252 -0.774 4.524
H: -2.489 -0.155 -4.561
H: -0.836 -5.674 -0.144
H: 3.566 7.084 5.169
H: 6.614 -1.736 5.977
H: 0.695 -5.729 -2.801
H: 4.568 0.533 5.748
H: -0.464 0.593 0.329
H: -5.932 -6.258 -3.656
H: -4.687 -5.513 -5.543
H: -0.404 4.170 -4.017
H: -3.397 -1.398 -6.376
H: -5.045 -2.965 -6.241
H: 0.989 -0.826 -1.029
H: -2.151 5.104 -5.469
H: -4.100 0.395 -5.020
H: 0.144 2.022 6.074
H: 3.808 5.416 6.971
H: 2.441 6.023 4.290
H: 4.895 3.477 0.900
H: 5.688 4.753 -0.052
H: -5.764 -1.433 -5.810
H: 6.764 3.067 -1.492
H: -5.780 -2.012 -2.807
H: -5.549 -6.736 0.681
H: 0.916 3.398 5.260
H: -6.859 -3.678 -4.169
H: 2.301 1.919 3.894
H: -0.486 5.582 -2.940

HOMO level	-9.160	eV
2S+1	1
Kohn-Sham gap	9.19	eV

From a Löwdin analysis of the wavefunction, the atomic charges in e read: number 1, S, carries 0.4508; number 2, Si, carries 0.5164; number 3, Si, carries 0.1576; number 4, F, carries 0.0701; number 5, F, carries 0.0823; number 6, F, carries 0.0765; number 7, F, carries 0.0763; number 8, F, carries 0.0759; number 9, F, carries 0.0605; number 10, F, carries 0.0788; number 11, F, carries 0.0666; number 12, O, carries 0.0718; number 13, O, carries 0.1805; number 14, O, carries 0.1267; number 15, O, carries 0.1703; number 16, O, carries 0.1116; number 17, O, carries 0.1398; number 18, O, carries 0.1310; number 19, O, carries 0.1321; number 20, O, carries 0.0829; number 21, O, carries 0.0861; number 22, O, carries 0.1369; number 23, O, carries 0.1813; number 24, O, carries 0.0792; number 25, O, carries -0.4817; number 26, O, carries 0.1779; number 27, O, carries 0.0717; number 28, O, carries 0.0789; number 29, O, carries 0.0778; number 30, O, carries 0.1932; number 31, O, carries 0.1373; number 32, O, carries 0.1781; number 33, O, carries 0.1501; number 34, O, carries 0.0719; number 35, O, carries 0.1735; number 36, O, carries 0.1363; number 37, N, carries -0.1769; number 38, C, carries -0.1442; number 39, C, carries -0.3196; number 40, C, carries -0.0368; number 41, C, carries -0.5462; number 42, C, carries -0.0433; number 43, C, carries -0.3132; number 44, C, carries -0.2945; number 45, C, carries -0.3112; number 46, C, carries -0.5558; number 47, C, carries -0.5447; number 48, C, carries -0.0416; number 49, C, carries -0.5547; number 50, C, carries -0.3295; number 51, C, carries -0.3106; number 52, C, carries -0.3085; number 53, C, carries -0.0473; number 54, C, carries -0.5443; number 55, C, carries -0.5533; number 56, C, carries -0.0386; number 57, C, carries -0.3602; number 58, C, carries -0.0429; number 59, C, carries -0.2898; number 60, C, carries -0.0265; number 61, C, carries -0.5563; number 62, C, carries -0.5450; number 63, C, carries -0.0557; number 64, H, carries 0.0566; number 65, H, carries 0.1448; number 66, H, carries -0.1857; number 67, H, carries 0.1181; number 68, H, carries 0.1478; number 69, H, carries 0.0666; number 70, H, carries 0.1402; number 71, H, carries 0.0704; number 72, H, carries 0.1739; number 73, H, carries 0.1425; number 74, H, carries 0.1435; number 75, H, carries 0.1482; number 76, H, carries 0.1478; number 77, H, carries 0.1553; number 78, H, carries -0.0401; number 79, H, carries -0.0285; number 80, H, carries 0.1178; number 81, H, carries 0.0953; number 82, H, carries 0.0674; number 83, H, carries 0.1122; number 84, H, carries 0.1729; number 85, H, carries 0.0815; number 86, H, carries 0.1524; number 87, H, carries 0.1776; number 88, H, carries 0.1466; number 89, H, carries 0.1369; number 90, H, carries 0.1413; number 91, H, carries 0.0776; number 92, H, carries 0.1733; number 93, H, carries -0.0224; number 94, H, carries 0.1384; number 95, H, carries 0.1103; number 96, H, carries -0.0128; number 97, H, carries 0.1691; number 98, H, carries 0.1474

---

No. 3
Density functional theory data (wB97M-V/def2-TZVPD) for a cluster of 4 separate species, C2H12O3S in total.

CARTESIAN COORDINATES (ANGSTROEM)
S: -2.755 0.479 0.395
O: 0.935 -3.944 0.689
O: 1.062 0.179 -0.514
O: 3.355 -2.351 -0.750
C: -1.950 2.078 0.821
C: -1.158 2.728 -0.294
H: 4.160 -1.943 -0.410
H: 1.065 -4.698 1.268
H: -2.749 2.687 1.230
H: -3.278 0.990 -0.697
H: -0.104 2.507 -0.084
H: -1.353 2.425 -1.313
H: 0.517 -0.612 -0.621
H: -1.305 1.877 1.681
H: 1.876 0.019 -1.008
H: 0.302 -4.170 0.003
H: 2.641 -2.037 -0.188
H: -1.262 3.787 -0.207

HOMO level	-8.874	eV
2S+1	1
Kohn-Sham gap	9.46	eV

From a Löwdin analysis of the wavefunction, the atomic charges in e read: number 1, S, carries 0.6609; number 2, O, carries -0.0498; number 3, O, carries -0.0616; number 4, O, carries -0.0627; number 5, C, carries -0.6074; number 6, C, carries -0.1746; number 7, H, carries 0.0390; number 8, H, carries 0.0366; number 9, H, carries 0.0482; number 10, H, carries -0.1721; number 11, H, carries 0.0586; number 12, H, carries 0.0625; number 13, H, carries 0.0345; number 14, H, carries 0.0635; number 15, H, carries 0.0301; number 16, H, carries 0.0361; number 17, H, carries 0.0015; number 18, H, carries 0.0566

---

No. 4
Density functional theory data (wB97M-V/def2-TZVPD) for the molecule C24H20N4O3S2.

CARTESIAN COORDINATES (ANGSTROEM)
S: -2.940 -2.471 -0.860
S: 1.023 1.011 -1.249
O: 6.751 -0.117 0.620
O: -3.464 2.250 0.515
O: -0.492 -2.497 0.937
N: -3.142 0.116 -0.212
N: 0.684 -2.009 1.423
N: -1.117 -0.627 -1.132
N: 0.954 -2.597 -0.709
C: 2.889 -1.600 0.465
C: 1.525 -2.075 0.422
C: 3.415 -1.043 1.632
C: -6.682 -0.894 -0.530
C: -4.486 -0.213 0.131
C: -2.694 1.440 0.047
C: -5.379 -0.576 -0.868
C: 7.609 -0.150 -0.496
C: -4.890 -0.152 1.456
C: 5.497 -0.623 0.496
C: 1.883 3.595 -0.575
C: -0.271 -2.804 -0.347
C: 3.678 -1.660 -0.679
C: 4.702 -0.562 1.646
C: -1.311 1.642 -0.309
C: -0.504 2.805 -0.142
C: -2.334 -0.828 -0.752
C: -0.610 0.595 -0.896
C: -6.197 -0.465 1.780
C: -7.092 -0.839 0.791
C: -1.362 -3.332 -1.193
C: 0.767 2.612 -0.595
C: 4.972 -1.178 -0.669
C: -0.980 4.084 0.462
H: 5.560 -1.236 -1.571
H: -0.849 4.906 -0.241
H: 3.259 -2.085 -1.578
H: -1.564 -4.381 -0.971
H: -6.517 -0.417 2.810
H: 7.206 0.433 -1.330
H: -1.089 -3.209 -2.239
H: -5.054 -0.600 -1.897
H: 1.621 4.481 -1.155
H: -8.111 -1.082 1.050
H: -7.379 -1.177 -1.304
H: 2.088 3.914 0.447
H: -0.406 4.316 1.359
H: 2.784 3.155 -0.993
H: 7.800 -1.176 -0.826
H: -2.030 3.999 0.722
H: -4.186 0.143 2.218
H: 8.543 0.300 -0.162
H: 5.128 -0.127 2.536
H: 2.796 -0.996 2.514

HOMO level	-7.835	eV
2S+1	1
Kohn-Sham gap	8.29	eV

From a Löwdin analysis of the wavefunction, the atomic charges in e read: number 1, S, carries 1.0499; number 2, S, carries 1.1333; number 3, O, carries -0.0813; number 4, O, carries 0.0926; number 5, O, carries 0.0114; number 6, N, carries 0.0658; number 7, N, carries 0.1474; number 8, N, carries 0.0578; number 9, N, carries 0.2046; number 10, C, carries -0.1968; number 11, C, carries -0.3294; number 12, C, carries -0.0134; number 13, C, carries -0.0712; number 14, C, carries -0.2643; number 15, C, carries -0.3336; number 16, C, carries -0.0521; number 17, C, carries -0.0878; number 18, C, carries 0.0009; number 19, C, carries -0.2737; number 20, C, carries -0.0955; number 21, C, carries -0.4533; number 22, C, carries -0.0298; number 23, C, carries 0.0050; number 24, C, carries -0.1016; number 25, C, carries -0.2596; number 26, C, carries -0.5524; number 27, C, carries -0.4999; number 28, C, carries -0.0638; number 29, C, carries -0.0795; number 30, C, carries -0.3293; number 31, C, carries -0.5191; number 32, C, carries -0.0137; number 33, C, carries -0.0196; number 34, H, carries 0.1026; number 35, H, carries 0.0867; number 36, H, carries 0.1115; number 37, H, carries 0.0917; number 38, H, carries 0.1064; number 39, H, carries 0.0952; number 40, H, carries 0.0946; number 41, H, carries 0.1161; number 42, H, carries 0.0842; number 43, H, carries 0.1033; number 44, H, carries 0.1056; number 45, H, carries 0.0852; number 46, H, carries 0.0877; number 47, H, carries 0.0654; number 48, H, carries 0.0960; number 49, H, carries 0.0669; number 50, H, carries 0.1271; number 51, H, carries 0.0930; number 52, H, carries 0.1184; number 53, H, carries 0.1146

---

No. 5
Density functional theory data (wB97M-V/def2-TZVPD) for a structure of composition C6H6O3.

CARTESIAN COORDINATES (ANGSTROEM)
O: -1.866 -1.975 -0.470
O: -0.571 -1.501 1.809
O: 1.980 1.990 -0.224
C: 1.122 1.092 -0.258
C: 0.809 0.252 0.806
C: 0.355 0.768 -1.510
C: -0.244 -0.728 0.813
C: -0.629 -0.223 -1.434
C: -0.872 -0.881 -0.385
H: -2.671 -1.339 0.319
H: -0.314 -1.094 2.702
H: 1.034 0.424 2.079
H: 2.344 1.872 0.638
H: -0.953 -0.298 -2.602
H: 0.475 1.639 -2.283

HOMO level	-8.067	eV
2S+1	1
Kohn-Sham gap	8.43	eV

From a Löwdin analysis of the wavefunction, the atomic charges in e read: number 1, O, carries -0.0831; number 2, O, carries 0.0802; number 3, O, carries 0.1373; number 4, C, carries -0.4196; number 5, C, carries 0.0425; number 6, C, carries -0.0036; number 7, C, carries -0.3577; number 8, C, carries -0.0971; number 9, C, carries -0.3572; number 10, H, carries 0.2813; number 11, H, carries 0.1580; number 12, H, carries 0.1854; number 13, H, carries 0.1097; number 14, H, carries 0.1842; number 15, H, carries 0.1397

---

No. 6
Density functional theory data (wB97M-V/def2-TZVPD) for the molecule CHNO3.

CARTESIAN COORDINATES (ANGSTROEM)
O: 0.289 1.364 0.047
O: -1.230 -1.475 0.088
O: -0.999 0.814 0.249
N: 0.774 0.043 -0.341
C: -0.635 -0.501 0.060
H: 1.801 -0.246 -0.104

HOMO level	-10.132	eV
2S+1	1
Kohn-Sham gap	10.81	eV

From a Löwdin analysis of the wavefunction, the atomic charges in e read: number 1, O, carries -0.0597; number 2, O, carries 0.2124; number 3, O, carries 0.0584; number 4, N, carries 0.0835; number 5, C, carries -0.4656; number 6, H, carries 0.1710

---

Taking the records one at a time from the top gives relative energy (zero: lowest compared OMol25 entry of this formula, charge and spin) values of 1.104; 0.260; 0.710; 0.116; 4.412; 3.205 eV.